# 1
The following is a DFT calculation (the ωB97M-V functional and the def2-TZVPD basis) of a molecular structure, C24H34ClF9GaN3O5.

Results
HOMO-LUMO gap	0.2914	Ha
spin multiplicity	1
LUMO level	0.29	eV

Each line ends with the Löwdin charge.
Atoms and positions in Å:
O  0.28547  -1.08188  -1.06207  -0.174
C  1.34009  -0.90680  -1.95458  -0.342
C  2.65111  -1.44852  -1.36635  -0.168
C  2.77519  -1.69301  -0.00186  -0.045
H  1.92497  -1.48622  0.64138  0.081
C  3.98960  -2.13867  0.52039  -0.089
H  4.07085  -2.30309  1.58929  0.095
C  5.08068  -2.32553  -0.32136  -0.097
H  6.02907  -2.64261  0.10315  0.096
C  4.95684  -2.09247  -1.69235  -0.087
H  5.80725  -2.23065  -2.35627  0.097
C  3.73835  -1.66296  -2.21009  -0.044
H  3.59349  -1.44655  -3.26995  0.119
H  1.13755  -1.50118  -2.86247  0.140
C  0.36664  0.93626  -3.42257  -0.084
C  1.41867  0.53783  -2.45066  -0.289
H  0.62024  1.83519  -3.99390  0.079
H  -0.54174  1.15013  -2.84608  0.012
H  0.14747  0.11866  -4.11756  0.082
C  2.31729  1.38742  -1.90552  -0.160
C  2.42226  2.84467  -2.12661  -0.135
H  3.05951  0.99626  -1.21680  0.110
H  3.40452  3.12439  -2.52826  0.077
H  2.35411  3.34361  -1.14886  0.055
H  1.63171  3.23469  -2.78324  0.060
Ga  -0.77160  0.18797  -0.08727  0.201
Cl  -0.31680  2.34529  -0.70968  0.515
C  -2.09436  2.29641  1.35384  -0.388
O  -2.45512  1.18571  0.84358  -0.061
N  -2.88856  3.11877  1.99718  -0.166
C  -4.31333  2.93629  1.85965  -0.023
C  -2.39663  4.12984  2.94387  -0.009
H  -1.08241  2.71915  1.29732  0.032
H  -4.48299  2.08708  1.19524  0.094
H  -4.73720  3.84921  1.43243  0.096
H  -4.73955  2.75420  2.85013  0.095
H  -1.31196  4.03548  3.07767  0.085
H  -2.89969  3.98294  3.91079  0.098
H  -2.61892  5.13796  2.56784  0.095
H  0.31270  -5.02292  1.57198  0.093
H  -1.03243  -3.65132  3.44138  0.099
C  0.52744  -4.01415  1.19065  -0.022
C  -0.83628  -2.74418  2.85446  -0.009
N  -0.58985  -3.12045  1.46573  -0.145
H  0.68305  -4.04776  0.10648  0.099
C  -1.30846  -2.59830  0.46540  -0.238
O  -1.87826  -1.47192  0.52855  -0.022
H  -1.69126  -2.06643  2.90058  0.102
H  -1.36007  -3.21470  -0.45307  0.150
H  1.43629  -3.64233  1.68771  0.092
H  0.05582  -2.25827  3.26425  0.069
H  -4.99102  0.31023  -3.57503  0.097
H  -4.77018  -2.36746  -3.93036  0.096
C  -3.93546  0.27338  -3.87547  -0.017
C  -3.68613  -2.19960  -4.02651  -0.037
N  -3.29580  -0.94516  -3.38141  -0.165
H  -3.41484  1.15100  -3.48938  0.096
C  -2.45085  -0.93552  -2.34278  -0.220
O  -2.22123  0.09087  -1.64811  -0.048
H  -3.14540  -3.01805  -3.53597  0.089
H  -1.94164  -1.90374  -2.16037  0.140
H  -3.90318  0.26017  -4.97159  0.093
H  -3.43236  -2.18016  -5.09750  0.095
F  2.03094  -1.32161  3.14056  0.120
C  2.31282  0.01002  3.04697  -0.490
F  2.74966  0.38988  4.27469  0.157
F  3.38523  0.09363  2.21186  0.150
C  1.10434  0.79139  2.51228  -0.277
O  0.50443  0.10942  1.48811  -0.083
C  0.17989  0.92787  3.75176  -0.472
F  0.49456  1.94023  4.60091  0.153
F  -1.10341  1.13580  3.36102  0.142
F  0.13856  -0.21119  4.49489  0.144
C  1.74341  2.18615  2.18800  -0.477
F  2.59736  2.66614  3.13364  0.151
F  2.45235  2.12356  1.03131  0.140
F  0.80720  3.16024  2.02499  0.103


# 2
The following is a DFT calculation (the ωB97M-V functional and the def2-TZVPD basis) of a molecular structure, C24H34CuGeNO2Si.

Results
HOMO-LUMO gap	0.2701	Ha
spin multiplicity	1
LUMO level	-1.68	eV

Each line ends with the Löwdin charge.
Atoms and positions in Å:
Cu  -0.11169  -0.43509  0.04667  0.300
C  -0.70605  -3.21451  -1.54859  -0.209
Si  -0.49171  -1.47763  -1.93048  0.534
C  -1.66921  -0.95271  -3.24486  -0.201
C  1.10799  -1.48605  -2.98696  -0.305
C  1.73331  -2.66353  -3.31376  -0.104
C  2.76138  -2.65559  -4.19888  -0.078
C  3.26196  -1.49464  -4.82154  -0.037
C  2.67115  -0.29282  -4.36924  -0.057
C  1.53635  -0.34542  -3.53521  -0.134
H  -1.24634  -3.71275  -2.40607  0.076
H  -1.27934  -3.33695  -0.65476  0.028
H  0.13252  -3.88191  -1.43165  0.021
H  -2.57203  -0.73577  -2.75985  -0.032
H  -1.82958  -1.91034  -3.84693  0.075
H  -1.30919  -0.07745  -3.82216  0.046
H  1.39228  -3.64939  -2.93502  0.111
H  3.29364  -3.51532  -4.38303  0.078
H  3.88962  -1.52696  -5.60669  0.061
H  3.01109  0.66094  -4.74687  0.094
H  0.90714  0.58413  -3.54476  0.115
O  1.92330  -2.79244  -0.27815  0.091
C  1.97699  -2.20462  0.75498  -0.444
N  1.19052  -1.13600  1.19596  0.012
C  1.61799  -0.62017  2.45380  -0.382
O  1.08505  0.33827  3.02677  0.045
C  2.79027  -1.43451  2.80653  -0.113
C  3.61798  -1.32849  3.90071  0.000
C  4.73185  -2.15101  3.96023  -0.077
C  4.99034  -3.08126  2.97851  -0.071
C  4.07646  -3.27951  1.92871  0.015
C  2.99145  -2.41039  1.83513  -0.073
H  3.27061  -0.64479  4.65926  0.121
H  5.49799  -2.07203  4.75344  0.116
H  5.89809  -3.63150  3.02088  0.095
H  4.34597  -3.95612  1.13963  0.112
C  -1.80187  1.07920  5.51724  -0.109
C  -2.76570  1.08325  4.26131  -0.270
C  -2.31959  0.39224  2.95787  -0.337
C  -3.06519  0.93288  1.78977  -0.349
Ge  -2.01406  0.76489  0.06305  0.877
C  -1.74449  2.63766  -0.56057  -0.373
C  -2.70089  3.15794  -1.60994  -0.295
C  -2.65735  4.69259  -1.91725  -0.282
C  -1.31758  5.31149  -2.20410  -0.139
H  -0.77682  0.74199  5.27893  0.057
H  -2.35164  0.39637  6.23845  0.074
H  -1.79492  2.12786  5.90215  0.066
H  -3.00812  2.19884  4.06794  0.116
H  -3.67856  0.57811  4.68537  0.103
H  -2.53307  -0.73113  2.96499  0.133
H  -1.21035  0.48166  2.92889  0.067
H  -3.32688  1.99121  1.85951  0.060
H  -4.02306  0.39391  1.56399  0.075
H  -3.14907  0.16826  -0.73782  -0.057
H  -0.71424  2.63540  -0.93479  0.049
H  -1.68046  3.25843  0.29096  0.051
H  -3.79769  3.06797  -1.23215  0.121
H  -2.76431  2.53320  -2.54516  0.109
H  -3.13206  5.24977  -1.07889  0.112
H  -3.29542  4.88243  -2.78303  0.099
H  -0.61497  5.42664  -1.33385  0.087
H  -1.53649  6.28718  -2.59068  0.057
H  -0.71332  4.78409  -2.93798  0.069


# 3
The following is a DFT calculation (the ωB97M-V functional and the def2-TZVPD basis) of a molecular structure, C24H34I2N5O3Pt.

Results
HOMO-LUMO gap (spin up / spin down)	0.1634 / 0.1635	Ha
spin multiplicity	1
total charge	+3
LUMO level (spin up / spin down)	-11.74 / -11.74	eV

Each line ends with the Löwdin charge.
Atoms and positions in Å:
Pt  0.19967  0.16719  0.25654  1.204
I  5.92423  -5.12089  1.74588  1.316
C  4.52736  -3.69779  2.00220  -0.668
C  4.65960  -2.76871  3.04855  -0.202
C  3.67608  -1.84098  3.24911  -0.610
I  3.77855  -0.47421  4.73585  1.240
C  2.43198  -1.85001  2.38349  -0.367
O  1.46771  -1.18227  2.66744  0.076
C  2.40411  -2.78127  1.21826  -0.107
C  1.18531  -2.82654  0.33812  -0.091
N  0.96095  -1.63148  -0.52589  -0.153
C  2.15167  -1.22599  -1.33072  -0.095
C  2.88742  -0.10743  -0.64390  -0.247
C  4.24798  0.09417  -0.75047  0.019
C  4.81732  1.20333  -0.13653  0.002
C  4.00684  2.06629  0.58290  -0.003
C  2.65279  1.80303  0.66693  -0.068
N  2.10486  0.74339  0.05493  -0.063
C  3.40007  -3.66901  1.07941  -0.056
H  5.52812  -2.80508  3.69267  0.108
H  1.27466  -3.70260  -0.30766  0.146
H  0.29586  -2.95389  0.95792  0.142
H  0.24471  -1.92356  -1.18772  0.124
H  2.80699  -2.07193  -1.54232  0.139
H  1.77780  -0.85381  -2.28693  0.145
H  4.85104  -0.59558  -1.32622  0.135
H  5.87966  1.39022  -0.22175  0.134
H  4.41266  2.93829  1.07586  0.131
H  1.97082  2.43291  1.21858  0.112
H  3.38328  -4.40634  0.28574  0.120
C  -2.16331  -1.00480  1.74739  -0.038
O  -1.70613  -0.72066  0.40083  -0.372
C  -2.81831  -0.38851  -0.47368  -0.131
C  -2.49637  -0.62580  -1.92398  -0.206
O  -1.41439  0.16392  -2.36359  -0.249
C  -1.27856  0.11222  -3.78508  -0.065
H  -2.78548  -1.89844  1.71677  0.114
H  -2.74081  -0.16639  2.13387  0.094
H  -1.28243  -1.17226  2.36127  0.082
H  -3.12400  0.63976  -0.26868  0.146
H  -3.62986  -1.06754  -0.20703  0.145
H  -3.40762  -0.37855  -2.48164  0.149
H  -2.29372  -1.69137  -2.10083  0.140
H  -2.18461  0.47402  -4.27534  0.104
H  -1.07584  -0.90715  -4.12577  0.098
H  -0.44620  0.75663  -4.05943  0.093
C  -0.18033  5.43475  -1.14261  -0.141
C  -0.36290  4.14599  -1.91231  -0.150
N  -0.26128  3.01677  -0.98836  0.088
C  -0.54156  3.05729  0.32866  -0.360
N  -0.42715  1.92804  1.04471  -0.131
C  -0.84189  1.93493  2.45235  -0.212
C  -0.58034  3.27867  3.09948  -0.142
C  -1.26842  4.34903  2.28567  -0.120
N  -0.88680  4.23238  0.87672  -0.018
C  -1.12435  5.41817  0.04085  -0.115
H  -0.40057  6.28782  -1.78173  0.134
H  0.85114  5.53129  -0.79766  0.127
H  0.40207  4.02724  -2.67874  0.129
H  -1.33952  4.13851  -2.40395  0.131
H  -0.19134  2.09099  -1.37605  0.088
H  -0.27883  1.15628  2.97063  0.106
H  -1.90571  1.68995  2.53907  0.110
H  0.49471  3.47272  3.13983  0.121
H  -0.95645  3.28578  4.12139  0.133
H  -0.97942  5.34256  2.62458  0.135
H  -2.35556  4.27393  2.38112  0.143
H  -0.97066  6.29093  0.67238  0.133
H  -2.16623  5.43228  -0.29227  0.143


These records have total energy values of -129506.6194, -140055.6638, -58455.1625 eV, in the order they appear.
These records have maximum force values of 2.709, 5.615, 0.323 eV/Å, in the order they appear.
These records have relative energy (zero: lowest compared OMol25 entry of this formula, charge and spin) values of 0.0, 25.6, 0.0 kcal per mole, in the order they appear.